14
Properties=species:S:1:pos:R:3:mulliken_charge:R:1 method="wB97M-V/def2-TZVPD" total_charge=0 molar_mass_g_mol=134.160 homo_ev=-8.956 e_lumo_ha=-0.0029 e_above_lowest_kcal_mol=117.9
H 0.7161 -1.7641 1.3711 0.2820
N -0.1676 -1.7387 0.7816 -0.7418
C -0.1888 -0.7334 0.0255 0.7205
C -1.5248 -0.3534 -0.6482 0.0300
O -2.3961 -1.0802 -0.0321 -0.5399
S -1.7342 0.4774 -1.9407 -0.2940
N 0.8044 0.2358 -0.1513 0.2366
C 0.5111 1.6358 0.0458 -0.7832
O 2.0243 -0.3818 0.1881 -0.5038
H -2.0219 -1.6674 0.7190 0.4241
H -0.7229 1.9134 0.1092 0.2853
H 0.9833 2.1415 -0.8715 0.2734
H 1.1773 1.9513 1.0708 0.2539
H 2.5397 -0.6362 -0.6673 0.3569